# 1
Formula: C42H42Cl5N4O2PSn
Source: OMol25
Level of theory: wB97M-V/def2-TZVPD

Atoms and positions in Å:
1 Sn -0.849 -1.231 -0.290
2 Cl 1.615 -6.650 -0.129
3 C -0.056 -6.371 -0.394
4 C -0.639 -5.237 0.157
5 C -1.988 -4.987 -0.029
6 Cl -2.749 -3.605 0.670
7 C -2.748 -5.854 -0.816
8 Cl -4.406 -5.516 -1.093
9 C -2.162 -6.976 -1.392
10 Cl -3.089 -8.018 -2.372
11 C -0.809 -7.243 -1.169
12 Cl -0.078 -8.623 -1.851
13 O 0.231 -4.494 0.951
14 C 0.428 -3.199 0.988
15 C 1.482 -2.939 1.959
16 C 1.911 -3.951 2.844
17 C 2.948 -3.730 3.721
18 C 3.578 -2.489 3.737
19 C 3.151 -1.473 2.897
20 C 2.110 -1.674 1.999
21 P 1.452 -0.284 0.994
22 C 0.989 0.879 2.322
23 C 1.139 2.256 2.154
24 C 0.732 3.126 3.157
25 C 0.146 2.637 4.318
26 C -0.036 1.270 4.479
27 C 0.382 0.394 3.485
28 C 2.782 0.535 0.076
29 C 3.936 1.068 0.653
30 C 4.851 1.756 -0.129
31 C 4.621 1.934 -1.489
32 C 3.466 1.433 -2.068
33 C 2.551 0.743 -1.285
34 H 1.409 -4.908 2.840
35 H 3.269 -4.515 4.394
36 H 4.395 -2.306 4.424
37 H 3.625 -0.504 2.966
38 H 1.579 2.651 1.244
39 H 0.889 4.191 3.036
40 H -0.159 3.321 5.103
41 H -0.487 0.881 5.384
42 H 0.247 -0.674 3.629
43 H 4.129 0.971 1.713
44 H 5.745 2.162 0.328
45 H 5.340 2.474 -2.092
46 H 3.274 1.585 -3.124
47 H 1.628 0.383 -1.725
48 C -0.650 -3.548 -2.726
49 N -0.001 -2.262 -2.415
50 C 1.469 -2.463 -2.363
51 C -0.315 -1.261 -3.465
52 C -1.802 -1.112 -3.714
53 N -2.500 -0.668 -2.504
54 C -3.779 -1.361 -2.302
55 C -2.727 0.778 -2.551
56 H -0.487 -3.814 -3.777
57 H -1.724 -3.506 -2.533
58 H -0.218 -4.329 -2.104
59 H 1.820 -2.994 -3.254
60 H 1.736 -3.049 -1.482
61 H 1.983 -1.506 -2.313
62 H 0.176 -1.556 -4.401
63 H 0.109 -0.299 -3.161
64 H -2.220 -2.057 -4.062
65 H -1.934 -0.395 -4.530
66 H -4.511 -1.098 -3.077
67 H -4.196 -1.082 -1.334
68 H -3.636 -2.441 -2.313
69 H -3.412 1.046 -3.366
70 H -1.783 1.296 -2.700
71 H -3.153 1.119 -1.608
72 C -2.443 5.566 0.963
73 N -2.160 4.143 1.160
74 N -1.303 3.437 0.337
75 C -1.506 2.087 0.538
76 O -0.813 1.211 -0.052
77 C -2.531 1.981 1.510
78 C -2.913 3.260 1.844
79 C -3.967 3.722 2.792
80 C -0.154 4.043 -0.254
81 C 0.274 3.618 -1.502
82 C 1.416 4.176 -2.060
83 C 2.119 5.164 -1.384
84 C 1.684 5.584 -0.134
85 C 0.555 5.018 0.439
86 H -2.008 5.895 0.026
87 H -2.034 6.168 1.773
88 H -3.519 5.717 0.915
89 H -2.914 1.062 1.924
90 H -4.348 2.873 3.356
91 H -4.806 4.181 2.262
92 H -3.569 4.458 3.492
93 H -0.283 2.857 -2.025
94 H 1.747 3.847 -3.037
95 H 2.998 5.611 -1.831
96 H 2.228 6.351 0.405
97 H 0.231 5.330 1.426

HOMO energy = -0.4715 hartree
Energy relative to the best compared isomer or geometry (same formula, charge and spin) = 1.7005 eV
Net charge = +2
LUMO level = -6.06 eV
Electronic energy = -132008.862 eV
F_max = 0.01080 hartree/bohr

---

# 2
Formula: CH2N2S4
Source: OMol25
Level of theory: wB97M-V/def2-TZVPD

Atoms and positions in Å:
1 C 0.815 1.045 -0.588
2 N -0.423 1.277 -0.200
3 N -0.545 -1.374 -0.376
4 S 2.155 2.016 -0.396
5 S 0.987 -0.685 -1.002
6 S -1.677 -0.052 -0.528
7 S -0.577 -2.545 0.861
8 H -0.722 2.104 0.294
9 H -0.013 -1.787 1.934

HOMO energy = -0.3184 hartree
Energy relative to the best compared isomer or geometry (same formula, charge and spin) = 0.6863 eV
LUMO level = -0.43 eV
Electronic energy = -47388.294 eV
F_max = 0.05381 hartree/bohr

---

# 3
Formula: C25H16Br2F5PZn
Source: OMol25
Level of theory: wB97M-V/def2-TZVPD

Atoms and positions in Å:
1 Zn -1.536 0.211 2.654
2 F -0.961 -3.063 -4.413
3 C -0.615 -2.465 -3.275
4 C 0.657 -1.917 -3.134
5 F 1.545 -2.007 -4.124
6 C 1.001 -1.268 -1.952
7 F 2.228 -0.751 -1.866
8 C 0.117 -1.152 -0.882
9 P 0.527 -0.258 0.688
10 C 1.788 -1.396 1.367
11 C 3.113 -1.416 0.942
12 C 3.997 -2.304 1.528
13 C 3.579 -3.154 2.538
14 C 2.262 -3.133 2.962
15 C 1.366 -2.260 2.374
16 C 1.475 1.161 0.058
17 C 1.084 1.821 -1.105
18 C 1.689 3.012 -1.463
19 C 2.686 3.553 -0.668
20 C 3.070 2.908 0.495
21 C 2.459 1.724 0.868
22 C -1.136 -1.745 -1.028
23 Br -2.383 -1.761 0.393
24 C -1.507 -2.382 -2.209
25 F -2.719 -2.917 -2.320
26 H 3.459 -0.745 0.171
27 H 5.020 -2.333 1.188
28 H 4.280 -3.830 3.002
29 H 1.922 -3.790 3.747
30 H 0.338 -2.246 2.704
31 H 0.319 1.395 -1.742
32 H 1.373 3.520 -2.362
33 H 3.154 4.483 -0.954
34 H 3.840 3.332 1.121
35 H 2.760 1.224 1.780
36 Br -1.757 -1.601 4.203
37 F -4.751 0.916 -2.956
38 C -4.202 1.134 -1.739
39 C -2.876 1.521 -1.666
40 C -2.329 1.785 -0.425
41 C -3.080 1.662 0.744
42 C -2.445 1.940 2.049
43 C -4.403 1.225 0.634
44 C -4.969 0.962 -0.600
45 H -2.292 1.619 -2.569
46 H -1.301 2.111 -0.345
47 H -3.172 2.240 2.798
48 H -1.694 2.720 1.951
49 H -4.991 1.090 1.531
50 H -5.991 0.627 -0.691

HOMO energy = -0.2962 hartree
Energy relative to the best compared isomer or geometry (same formula, charge and spin) = 0.0000 eV
LUMO level = -0.10 eV
Electronic energy = -237564.610 eV
F_max = 0.01662 hartree/bohr

---

# 4
Formula: C4H10O3
Source: OMol25
Level of theory: wB97M-V/def2-TZVPD

Atoms and positions in Å:
1 C -0.856 0.758 -2.455
2 C 1.341 0.068 0.787
3 C 0.249 0.084 -1.587
4 C 0.102 -0.137 -0.071
5 O -1.027 -0.141 0.402
6 O -0.982 -0.999 2.973
7 O 0.415 -1.364 2.809
8 H -0.546 1.652 -3.046
9 H -1.732 1.089 -1.861
10 H -1.267 0.049 -3.183
11 H 2.177 -0.261 0.288
12 H 1.235 1.142 0.925
13 H 1.156 -0.503 1.742
14 H 1.228 0.647 -1.749
15 H 0.523 -0.933 -1.732
16 H -1.029 -0.721 1.973
17 H -0.986 -0.431 3.785

HOMO energy = -0.3155 hartree
Energy relative to the best compared isomer or geometry (same formula, charge and spin) = 6.2803 eV
LUMO level = 0.65 eV
Electronic energy = -10446.963 eV
F_max = 0.05962 hartree/bohr

---

# 5
Formula: C5H13N3
Source: OMol25
Level of theory: wB97M-V/def2-TZVPD

Atoms and positions in Å:
1 C 1.093 0.548 -3.532
2 C 1.178 0.079 -2.108
3 C 1.344 0.929 -1.095
4 N 1.436 0.540 0.262
5 H 1.166 1.638 -3.565
6 H 1.905 0.138 -4.131
7 H 0.137 0.314 -4.008
8 H 1.080 -0.990 -1.952
9 H 1.342 2.001 -1.240
10 H 1.978 1.220 0.764
11 H 1.677 -0.422 0.401
12 C -2.376 0.200 1.322
13 N -1.073 -0.436 1.553
14 C -0.909 -1.262 2.610
15 N 0.226 -1.706 3.013
16 H -3.136 -0.575 1.401
17 H -2.556 1.005 2.034
18 H -2.367 0.620 0.319
19 H -0.281 0.096 1.190
20 H -1.883 -1.617 2.968
21 H 0.020 -2.320 3.796

HOMO energy = -0.3036 hartree
Energy relative to the best compared isomer or geometry (same formula, charge and spin) = 1.0529 eV
LUMO level = 1.02 eV
Electronic energy = -9865.313 eV
F_max = 0.02802 hartree/bohr
SMILES = [H]/N=C/NC.C/C=C/N

---

# 6
Formula: C4H5NO
Source: OMol25
Level of theory: wB97M-V/def2-TZVPD

Atoms and positions in Å:
1 N 0.135 1.477 -2.153
2 C -0.376 1.117 -1.180
3 C -1.036 0.548 0.000
4 C -0.036 -0.293 0.776
5 C 1.061 -0.994 0.111
6 O 1.266 0.260 0.747
7 H -1.913 -0.007 -0.352
8 H -1.397 1.344 0.661
9 H -0.369 -0.638 1.755
10 H 1.554 -1.823 0.612
11 H 1.110 -0.993 -0.977

HOMO energy = -0.3989 hartree
Energy relative to the best compared isomer or geometry (same formula, charge and spin) = 1.6344 eV
LUMO level = 0.81 eV
Electronic energy = -7764.892 eV
F_max = 0.02169 hartree/bohr
SMILES = N#CC[C@H]1CO1

---

# 7
Formula: C5H8S
Source: OMol25
Level of theory: wB97M-V/def2-TZVPD

Atoms and positions in Å:
1 C 0.525 -1.839 -2.497
2 C 0.939 -0.220 0.667
3 C 0.930 1.214 0.319
4 C -1.570 0.409 0.242
5 C -0.264 0.574 0.986
6 S 0.880 -1.759 -0.803
7 H 0.682 -2.923 -2.632
8 H 1.587 -0.713 1.364
9 H 1.569 1.886 0.876
10 H 0.827 1.472 -0.722
11 H -1.549 -0.463 -0.408
12 H -1.773 1.275 -0.385
13 H -2.385 0.292 0.951
14 H -0.398 0.796 2.041

HOMO energy = -0.3061 hartree
Energy relative to the best compared isomer or geometry (same formula, charge and spin) = 4.8489 eV
LUMO level = 0.04 eV
Electronic energy = -16144.788 eV
F_max = 0.06103 hartree/bohr

---

# 8
Formula: C52H68N10O4
Source: OMol25
Level of theory: wB97M-V/def2-TZVPD

Atoms and positions in Å:
1 N 0.259 0.161 1.354
2 O -0.417 -0.484 2.049
3 O 0.243 0.007 0.092
4 O 1.034 0.962 1.870
5 C -3.304 1.216 0.765
6 C -4.573 2.032 0.634
7 C -5.335 2.196 2.033
8 O -4.676 2.972 2.982
9 C -5.335 3.123 4.253
10 N -4.149 3.494 0.188
11 H -3.684 4.195 0.746
12 H -3.510 3.552 -0.592
13 H -4.963 4.069 0.025
14 H -2.559 1.515 1.503
15 H -2.678 1.196 -0.127
16 H -3.573 0.167 0.886
17 H -5.245 1.596 -0.105
18 H -5.690 1.210 2.331
19 H -6.307 2.673 1.911
20 H -4.903 3.700 5.070
21 H -5.544 2.103 4.577
22 H -6.215 3.754 4.124
23 C -0.835 -3.045 0.241
24 N -1.379 -4.355 -0.192
25 C -1.219 -4.712 -1.450
26 C -1.686 -5.913 -1.984
27 C -2.354 -6.807 -1.087
28 C -2.600 -6.351 0.221
29 C -2.148 -5.125 0.663
30 C -2.955 -8.116 -1.534
31 C -3.399 -8.273 -2.848
32 C -3.748 -9.552 -3.337
33 N -3.820 -10.594 -2.468
34 C -3.352 -10.493 -1.239
35 C -2.924 -9.238 -0.658
36 C -4.060 -11.970 -2.990
37 H -1.652 -2.325 0.228
38 H 0.033 -2.811 -0.376
39 H -0.531 -3.148 1.283
40 H -0.616 -4.011 -2.009
41 H -1.422 -6.210 -2.988
42 H -3.221 -6.894 0.918
43 H -2.302 -4.673 1.632
44 H -3.524 -7.451 -3.538
45 H -4.074 -9.677 -4.359
46 H -3.299 -11.365 -0.605
47 H -2.529 -9.256 0.347
48 H -3.977 -12.752 -2.234
49 H -3.509 -12.076 -3.924
50 H -5.128 -12.153 -3.110
51 C 1.215 -3.179 5.215
52 N 2.012 -2.712 4.000
53 C 2.494 -3.677 3.215
54 C 3.481 -3.443 2.270
55 C 3.783 -2.113 1.944
56 C 3.163 -1.071 2.684
57 C 2.288 -1.443 3.687
58 C 4.710 -1.816 0.765
59 C 6.015 -2.414 0.651
60 C 6.885 -2.040 -0.313
61 N 6.502 -1.133 -1.229
62 C 5.271 -0.565 -1.225
63 C 4.359 -0.827 -0.126
64 C 7.414 -0.699 -2.360
65 H 0.185 -3.444 4.975
66 H 1.379 -2.342 5.894
67 H 1.672 -4.091 5.599
68 H 2.215 -4.668 3.541
69 H 3.865 -4.298 1.733
70 H 3.486 -0.041 2.714
71 H 1.848 -0.635 4.253
72 H 6.476 -3.002 1.431
73 H 7.860 -2.501 -0.377
74 H 5.182 0.349 -1.793
75 H 3.442 -0.262 -0.048
76 H 8.186 -0.018 -2.001
77 H 6.800 -0.405 -3.211
78 H 7.793 -1.661 -2.704
79 C 1.314 1.476 -2.296
80 N 1.681 1.925 -3.662
81 C 2.899 2.457 -3.842
82 C 3.474 2.561 -5.082
83 C 2.691 2.252 -6.140
84 C 1.379 1.818 -5.933
85 C 0.870 1.519 -4.668
86 C 3.176 2.316 -7.547
87 C 2.427 2.968 -8.507
88 C 2.930 3.141 -9.768
89 N 4.213 2.766 -9.994
90 C 5.066 2.326 -9.006
91 C 4.479 1.985 -7.822
92 C 4.667 2.930 -11.347
93 H 0.263 1.719 -2.143
94 H 1.833 2.013 -1.502
95 H 1.545 0.422 -2.143
96 H 3.434 2.570 -2.910
97 H 4.537 2.751 -5.101
98 H 0.781 1.615 -6.809
99 H -0.116 1.152 -4.424
100 H 1.496 3.426 -8.207
101 H 2.351 3.680 -10.504
102 H 6.033 1.936 -9.286
103 H 5.005 1.386 -7.093
104 H 3.937 2.524 -12.048
105 H 5.655 2.479 -11.436
106 H 4.731 4.010 -11.477
107 C 2.801 3.629 4.271
108 N 1.468 4.193 4.573
109 C 0.309 3.681 3.975
110 C -0.974 4.234 4.186
111 C -1.138 5.242 5.110
112 C 0.002 5.794 5.754
113 C 1.313 5.289 5.463
114 C -2.490 5.703 5.460
115 C -3.445 6.197 4.542
116 C -4.653 6.674 5.086
117 N -4.907 6.754 6.371
118 C -4.039 6.232 7.244
119 C -2.869 5.678 6.819
120 C -6.167 7.359 6.862
121 H 2.972 2.999 5.143
122 H 3.522 4.406 4.015
123 H 2.702 2.925 3.445
124 H 0.456 2.863 3.286
125 H -1.822 3.841 3.644
126 H -0.056 6.555 6.519
127 H 2.189 5.819 5.807
128 H -3.328 6.158 3.470
129 H -5.417 7.113 4.461
130 H -4.201 6.372 8.302
131 H -2.154 5.589 7.623
132 H -5.951 8.011 7.709
133 H -6.919 6.598 7.071
134 H -6.581 8.057 6.134

HOMO energy = -0.8537 hartree
Net charge = +8
LUMO level = -15.76 eV
Electronic energy = -78020.020 eV
F_max = 0.11590 hartree/bohr